ORCA calculation (ωB97M-V with the def2-TZVPD basis set) on C37H52N10PS2Sr as an isolated structure.

Output
Frontier orbital gap   4.7 eV
Energy above the lowest of the compared OMol25 structures with the same formula, charge and spin   2.3167 eV
E_LUMO   2.079 eV
Strongest force on any atom   0.26 eV Å⁻¹

Structure (ORCA input):
```
! RIJCOSX wB97M-V def2-TZVPD def2/J DEFGRID3
* xyz -1 1
Sr -0.51 -1.17 -0.09
C 0.30 -4.29 -2.31
C -0.55 -3.99 -1.10
C 0.02 -4.11 0.18
C 1.48 -4.45 0.32
C -0.78 -3.91 1.32
C -0.18 -4.17 2.69
C -2.13 -3.53 1.19
C -2.96 -3.25 2.41
C -2.69 -3.42 -0.09
C -4.16 -3.14 -0.26
C -1.89 -3.62 -1.24
C -2.49 -3.43 -2.61
H 0.95 -5.15 -2.12
H 0.95 -3.44 -2.57
H -0.30 -4.52 -3.18
H 1.65 -5.53 0.28
H 1.89 -4.10 1.27
H 2.07 -3.99 -0.47
H 0.38 -3.32 3.08
H 0.51 -5.00 2.65
H -0.95 -4.41 3.41
H -3.53 -4.13 2.71
H -3.66 -2.43 2.25
H -2.35 -2.95 3.25
H -4.35 -2.11 -0.54
H -4.71 -3.34 0.65
H -4.58 -3.78 -1.05
H -2.84 -4.38 -3.03
H -1.77 -3.01 -3.31
H -3.35 -2.76 -2.58
N 3.44 1.04 -2.14
C 2.36 0.59 -1.37
S 2.13 -1.17 -1.38
N 1.66 1.49 -0.78
N 0.51 1.05 -0.13
C -0.19 2.04 0.44
C -1.39 1.86 1.09
C -2.21 2.98 1.51
C -3.50 3.10 1.89
C -4.22 0.67 1.62
C -3.92 0.48 0.17
N -2.68 0.36 -0.13
H 4.19 0.36 -2.18
H 3.75 1.96 -1.86
H 0.19 3.05 0.34
H -1.66 3.91 1.50
H -3.80 4.10 2.17
H -5.03 0.00 1.94
H -4.65 0.44 -0.63
C 4.55 -2.08 1.41
N 3.45 -1.51 2.14
C 2.84 -0.29 1.83
C 1.89 -0.08 2.77
N 1.94 -1.17 3.63
C 2.90 -2.05 3.25
S 3.28 -3.51 4.01
H 5.48 -1.57 1.67
H 4.37 -2.00 0.34
H 4.63 -3.13 1.70
H 3.08 0.27 0.95
H 1.16 0.71 2.85
H 1.36 -1.32 4.44
C -0.46 0.95 -6.43
N -1.79 0.55 -5.97
C -1.69 -0.79 -5.40
N -0.68 -0.93 -4.35
C 0.61 -0.48 -4.87
N 0.58 0.87 -5.41
C 0.36 1.87 -4.35
P -1.25 1.68 -3.43
C -2.30 1.50 -4.97
C -1.05 -0.16 -3.17
H -0.51 1.97 -6.82
H -0.18 0.28 -7.25
H -1.42 -1.48 -6.21
H -2.66 -1.09 -5.00
H 0.90 -1.16 -5.68
H 1.35 -0.54 -4.07
H 0.40 2.87 -4.80
H 1.18 1.80 -3.64
H -2.40 2.48 -5.44
H -3.31 1.19 -4.68
H -1.98 -0.57 -2.75
H -0.23 -0.25 -2.45
C -1.27 -0.48 3.87
C -2.63 0.04 3.48
C -3.56 0.28 4.51
C -4.64 1.20 4.45
C -5.12 2.03 3.47
C -4.65 2.11 2.04
C -5.81 2.60 1.17
C -2.90 0.28 2.17
N -1.92 0.51 1.12
H -1.37 -1.20 4.69
H -0.63 0.34 4.23
H -0.76 -0.97 3.04
H -3.37 -0.18 5.47
H -5.19 1.28 5.39
H -5.98 2.64 3.72
H -6.17 3.57 1.52
H -6.65 1.90 1.22
H -5.51 2.72 0.12
*
```